The following is a DFT calculation (the ωB97M-V functional and the def2-TZVPD basis) of a cluster of 2 separate species, C4H12NO2 in total at a distorted geometry.

Structure (ORCA input):
```
! RIJCOSX wB97M-V def2-TZVPD def2/J DEFGRID3
* xyz -1 1
C 0.3442 2.5374 -0.2481
C -0.5492 1.4036 -0.8285
N -0.0708 0.0628 -0.4619
C -0.1245 -0.1243 1.0058
C 1.0289 -1.1779 1.4160
O 2.1352 -1.0450 0.7055
H -0.0357 3.5055 -0.6022
H 0.6913 2.6936 0.7956
H 1.3181 2.4022 -0.8011
H -0.4837 1.4197 -1.9187
H -1.6266 1.4644 -0.6688
H 0.9502 0.0667 -0.6061
H 0.1755 0.7148 1.6317
H -1.1835 -0.3004 1.2860
H 0.3650 -2.1074 1.5953
H 1.1951 -1.0390 2.5202
H -1.7241 -0.9719 -1.0794
H -1.9992 -1.9550 -2.1640
O -2.3274 -1.7131 -1.2921
*
```

Values from the calculation:
Frontier orbital gap = 6.40 eV
Energy above the lowest of the compared OMol25 structures with the same formula, charge and spin = 1.708 eV
DFT total energy = -9926.516 eV
Highest occupied orbital energy = -0.0938 Ha
LUMO energy = 3.8 eV